{
  "formula": "C29H32N5O2Zn",
  "method": "ωB97M-V/def2-TZVPD",
  "total_charge": 3,
  "homo_energy_ev": -16.381,
  "orbital_gap_ev": 7.2010,
  "energy_ev": -90532.0381,
  "lumo_energy_ev": -9.18,
  "symbols": ["Zn", "C", "O", "C", "N", "C", "C", "C", "C", "C", "C", "C", "C", "C", "C", "C", "C", "N", "C", "N", "C", "C", "O", "C", "C", "C", "C", "C", "C", "H", "H", "H", "H", "H", "H", "H", "H", "H", "H", "H", "H", "H", "H", "H", "H", "H", "H", "H", "C", "C", "N", "C", "C", "N", "C", "C", "H", "H", "H", "H", "H", "H", "H", "H", "H", "H", "H", "H", "H"],
  "xyz": [[0.30, 0.32, 0.01], [-1.14, 3.35, -2.94], [-0.14, 3.88, -2.01], [0.13, 2.93, -1.16], [-0.54, 1.83, -1.23], [-1.43, 1.92, -2.40], [-1.17, 0.83, -3.43], [-0.29, -0.22, -3.21], [-0.09, -1.20, -4.18], [-0.78, -1.13, -5.38], [-1.66, -0.08, -5.61], [-1.85, 0.90, -4.64], [1.23, 3.09, -0.18], [1.96, 4.23, 0.10], [3.04, 4.10, 0.98], [3.36, 2.85, 1.53], [2.55, 1.78, 1.19], [1.51, 1.92, 0.38], [2.72, 0.36, 1.56], [1.79, -0.50, 1.29], [2.29, -1.84, 1.69], [3.73, -1.52, 2.18], [3.82, -0.07, 2.11], [2.17, -2.86, 0.57], [1.11, -2.80, -0.34], [0.95, -3.78, -1.30], [1.85, -4.84, -1.37], [2.89, -4.91, -0.46], [3.05, -3.93, 0.51], [-0.69, 3.34, -3.93], [-1.99, 4.02, -2.93], [-2.46, 1.84, -2.07], [0.30, -0.28, -2.30], [0.61, -2.00, -4.01], [-0.63, -1.88, -6.14], [-2.20, -0.01, -6.55], [-2.55, 1.71, -4.83], [1.72, 5.17, -0.36], [3.65, 4.96, 1.21], [4.20, 2.72, 2.19], [1.68, -2.20, 2.53], [4.50, -1.93, 1.52], [3.93, -1.82, 3.20], [0.37, -2.01, -0.27], [0.12, -3.73, -1.99], [1.72, -5.60, -2.12], [3.59, -5.73, -0.51], [3.86, -4.02, 1.22], [-3.09, -1.26, 2.69], [-1.97, -1.21, 1.63], [-1.43, 0.17, 1.50], [-2.54, 1.08, 1.13], [-3.65, 1.07, 2.20], [-3.25, 0.11, 3.27], [-1.98, 0.55, 3.91], [-0.89, 0.60, 2.81], [-2.85, -1.95, 3.50], [-4.04, -1.57, 2.26], [-2.34, -1.53, 0.66], [-1.15, -1.87, 1.90], [-2.93, 0.78, 0.16], [-2.13, 2.09, 1.01], [-4.60, 0.74, 1.78], [-3.80, 2.05, 2.64], [-3.99, 0.08, 3.98], [-1.72, -0.16, 4.70], [-2.13, 1.52, 4.36], [-0.05, -0.05, 3.07], [-0.50, 1.61, 2.71]],
  "nbo_charge": [1.708, -0.092, -0.407, 0.602, -0.693, -0.110, 0.014, -0.256, -0.183, -0.180, -0.163, -0.226, 0.130, -0.151, -0.102, -0.150, 0.121, -0.580, 0.606, -0.691, -0.106, -0.090, -0.407, -0.077, -0.163, -0.220, -0.168, -0.161, -0.197, 0.238, 0.232, 0.217, 0.142, 0.230, 0.246, 0.248, 0.224, 0.277, 0.273, 0.276, 0.218, 0.233, 0.236, 0.116, 0.231, 0.247, 0.249, 0.225, -0.254, -0.264, -0.522, -0.257, -0.255, -0.329, -0.253, -0.262, 0.255, 0.256, 0.244, 0.240, 0.239, 0.236, 0.256, 0.253, 0.468, 0.253, 0.254, 0.242, 0.232]
}